(1)
Molecular formula: C3H15NO3
Method: DFT, ωB97M-V/def2-TZVPD

Atoms and positions in Å:
C  -1.2770  2.5263  -0.1640
C  -0.1768  2.1323  0.8041
N  0.7862  1.1159  0.4732
C  1.6192  0.6271  1.5671
H  -1.7036  3.5186  -0.1137
H  -2.2438  1.8409  -0.2541
H  -1.0251  2.4411  -1.2669
H  -0.6543  1.9181  1.6970
H  0.3206  2.9922  1.1118
H  1.0931  1.4142  -0.4895
H  2.5058  0.3902  1.0744
H  1.8243  1.4439  2.4226
H  1.2623  -0.2143  2.1373
O  1.1252  -4.2643  -0.3345
H  0.7746  -3.4859  -0.8131
H  1.1790  -5.0720  -0.8583
O  -0.4511  -0.5412  -2.4528
H  -0.8409  -0.6612  -1.5245
H  -1.1569  -0.7286  -3.1407
O  -1.4292  -0.6142  0.5324
H  -1.3313  -1.5804  0.6647
H  -0.4586  -0.3842  0.8368

Computed properties:
Energy above the lowest of the compared OMol25 structures with the same formula, charge and spin in eV: 2.4760
Molar mass in g mol⁻¹: 113.16
SMILES: CCNC.O.O.O
Orbital gap in eV: 9.36

Atom charges from the Löwdin analysis, given in e for atoms 1 to 5: -0.10 -0.34 -0.17 -0.12 0.05

=====

(2)
Molecular formula: C3H15NO3
Method: DFT, ωB97M-V/def2-TZVPD

Atoms and positions in Å:
C  -0.5908  1.3520  0.7662
N  -0.2899  1.2467  -0.6593
C  0.4182  2.3822  -1.1842
C  -1.3886  0.7550  -1.4452
H  0.0888  2.0680  1.2181
H  -1.6560  1.5499  0.9577
H  -0.4317  0.3953  1.2667
H  0.5170  2.3029  -2.2733
H  1.4320  2.4516  -0.7922
H  -0.0744  3.3620  -1.0549
H  -1.0975  0.6704  -2.4934
H  -1.6150  -0.2553  -1.0944
H  -2.2888  1.3694  -1.3628
O  -1.4647  -1.9188  0.9411
H  -1.3560  -2.7684  0.5091
H  -0.7117  -1.8597  1.5397
O  1.7996  -0.6814  -0.5256
H  1.6212  -1.3541  -1.1819
H  1.0578  -0.0534  -0.4160
O  1.3047  -2.1864  1.7692
H  1.7777  -1.6952  1.0736
H  1.9168  -2.8533  2.0897

Computed properties:
Energy above the lowest of the compared OMol25 structures with the same formula, charge and spin in eV: 0.8656
Molar mass in g mol⁻¹: 113.16
SMILES: CN(C)C.O.O.O
Orbital gap in eV: 9.36

Atom charges from the Löwdin analysis, given in e for atoms 1 to 5: -0.08 -0.37 -0.12 -0.10 0.09

=====

(3)
Molecular formula: C3H15NO4
Method: DFT, ωB97M-V/def2-TZVPD

Atoms and positions in Å:
C  -1.5628  1.0129  -2.0249
N  -0.8688  0.4718  -0.8809
C  -1.3621  -0.6969  -0.1917
C  -0.6201  -0.7984  1.1680
O  -1.4191  -1.3149  2.2457
H  -2.1348  0.2038  -2.4652
H  -0.7951  1.4689  -2.6473
H  -2.2572  1.8807  -1.9380
H  -0.3582  1.1138  -0.3092
H  -2.5323  -0.6377  -0.2426
H  -1.1793  -1.6675  -0.6574
H  0.0512  -1.6790  1.1170
H  -0.0653  0.1277  1.3466
H  -2.2181  -0.7499  2.2673
O  4.8627  -2.8899  -3.2521
H  5.4865  -2.5331  -2.6267
H  4.9347  -3.7593  -3.6362
O  -3.5757  1.4038  2.9232
H  -3.9622  0.7285  3.4976
H  -3.2578  0.8153  2.2268
O  3.5332  2.5910  0.0950
H  4.3945  2.5139  -0.3324
H  3.6204  3.4745  0.4762

Computed properties:
Energy above the lowest of the compared OMol25 structures with the same formula, charge and spin in eV: 2.7896
Molar mass in g mol⁻¹: 129.16
SMILES: CNCCO.O.O.O
Orbital gap in eV: 8.87

Atom charges from the Löwdin analysis, given in e for atoms 1 to 5: -0.14 -0.15 -0.23 -0.23 -0.08

=====

(4)
Molecular formula: C3H15NO4
Method: DFT, ωB97M-V/def2-TZVPD

Atoms and positions in Å:
C  -0.9801  0.6589  0.1979
O  -1.7195  -0.1581  -0.5799
C  -0.7893  0.0019  1.6832
C  -0.2155  1.0003  2.6708
N  0.0981  -1.0952  1.5184
H  -1.4603  1.6217  0.2207
H  0.0588  0.8517  -0.1045
H  -1.2426  -0.9789  -0.7877
H  -1.7941  -0.4092  1.8401
H  -0.9467  1.3470  3.4068
H  0.6299  0.6750  3.2756
H  0.1293  1.9195  2.1690
H  0.0808  -1.8177  2.2419
H  1.0668  -0.7849  1.5214
H  -0.6892  -2.4911  -2.0615
H  0.8108  -2.4702  -2.4841
O  0.2091  -2.3938  -1.7310
H  -0.1799  3.0007  -1.2838
H  -0.7152  1.8615  -2.2599
O  -0.1875  2.6638  -2.1814
H  2.8536  -1.0572  -1.3846
H  2.5434  -0.6367  0.0801
O  3.0294  -0.3867  -0.7050

Computed properties:
Multiplicity: 2
Energy above the lowest of the compared OMol25 structures with the same formula, charge and spin in eV: 2.4601
Charge: +1
Molar mass in g mol⁻¹: 129.16
Orbital gap (alpha / beta) in eV: 11.25 / 5.63

Atom charges from the Löwdin analysis, given in e for atoms 1 to 5: -0.19 0.06 -0.30 0.00 0.24

=====

(5)
Molecular formula: C3H16BClCrO3
Method: DFT, ωB97M-V/def2-TZVPD

Atoms and positions in Å:
Cr  -2.2159  0.4178  0.5042
Cl  -0.2197  0.1543  0.2399
B  -2.5245  0.6434  -1.3942
H  -3.3043  1.3890  -1.4136
H  -1.6784  1.1126  -0.9166
H  -2.8909  -0.2257  -0.8701
H  -2.2852  0.3826  -2.4135
C  2.5300  -1.0876  1.0469
O  1.9012  -1.2509  -0.1615
H  2.0671  -1.5866  1.8983
H  3.4623  -1.6100  0.8323
H  2.6071  -0.0263  1.2833
H  1.0358  -0.8556  -0.0337
C  -0.7189  -1.2496  -2.6676
O  0.1541  -0.2409  -2.1985
H  -0.2979  -2.2423  -2.5080
H  -1.6530  -1.2064  -2.1076
H  -0.9095  -1.1334  -3.7345
H  -0.1042  -0.1614  -1.2773
C  0.8957  1.7564  2.8672
O  0.9498  0.3839  2.5655
H  1.2909  2.0363  3.8438
H  1.4719  2.3587  2.1649
H  -0.1587  2.0121  2.7635
H  0.5953  0.2297  1.6867

Computed properties:
Multiplicity: 5
Molar mass in g mol⁻¹: 198.42
Orbital gap (alpha / beta) in eV: 7.58 / 7.45

Atom charges from the Löwdin analysis, given in e for atoms 1 to 5: 0.75 0.75 -0.45 0.01 -0.06

=====

(6)
Molecular formula: C3H16F9O17S3
Method: DFT, ωB97M-V/def2-TZVPD

Atoms and positions in Å:
C  2.2271  18.4839  -6.2189
F  1.7575  18.0824  -5.0471
F  1.5909  17.7395  -7.1532
F  1.9659  19.7777  -6.4814
S  4.1263  18.0885  -6.3400
O  4.5890  18.3833  -7.6734
O  4.7637  18.8656  -5.2797
O  4.2848  16.6801  -6.0602
C  4.4370  16.8081  3.3551
F  4.4294  16.2687  2.1523
F  3.2454  17.0992  3.7506
F  5.0948  15.9947  4.1617
S  5.4752  18.4562  3.2896
O  6.1401  18.4025  4.5881
O  6.4009  18.2938  2.2009
O  4.6038  19.6398  3.1676
C  1.3477  16.1253  -1.8932
F  1.6394  16.3772  -3.1564
F  0.1186  16.5685  -1.5424
F  1.5006  14.8120  -1.5907
S  2.5572  16.9875  -0.5157
O  2.5624  18.3844  -0.8106
O  2.0522  16.6315  0.8211
O  3.9078  16.3860  -0.6876
O  1.4936  13.5941  1.6862
H  1.9177  13.8804  0.8773
H  1.4754  14.3763  2.2376
O  1.7923  20.5096  -2.1485
H  1.0409  20.3049  -2.7049
H  1.8128  19.8028  -1.5032
O  -2.9865  16.7905  -1.0964
H  -2.7399  17.1147  -0.2302
H  -2.7149  17.4836  -1.6982
O  5.5810  17.5751  -2.3782
H  5.1465  17.8608  -3.1818
H  4.9305  17.0315  -1.9339
O  4.8073  13.9571  -0.0253
H  5.6236  14.4549  0.0213
H  4.1544  14.5936  -0.3163
O  0.4105  16.0814  3.0563
H  0.3145  16.4616  2.1831
H  1.2612  16.3955  3.3626
O  -1.4442  17.4906  -4.0429
H  -1.9351  16.7224  -4.3347
H  -0.6670  17.1307  -3.6157
O  2.7444  20.6149  1.2618
H  2.1578  20.0123  0.8045
H  3.2107  20.0646  1.8911

Computed properties:
Multiplicity: 2
Charge: -2
Molar mass in g mol⁻¹: 591.33
Orbital gap (alpha / beta) in eV: 7.35 / 1.98

Atom charges from the Löwdin analysis, given in e for atoms 1 to 5: -0.63 0.11 0.08 0.11 0.44

=====

(7)
Molecular formula: C3H16FN7O3Ti
Method: DFT, ωB97M-V/def2-TZVPD

Atoms and positions in Å:
N  -0.9897  1.9424  -1.2263
H  -0.8024  0.9490  -1.0939
H  -0.0480  2.3076  -1.2823
H  -1.4169  2.0443  -0.3130
H  -1.6865  2.2471  -1.8932
Ti  0.5297  -2.7823  -0.6378
F  -0.0182  -0.4968  -0.8978
C  -3.0178  -0.8266  -2.7895
O  -3.9001  -1.0685  -3.5973
N  -3.1638  -0.3313  -1.6323
N  -1.7161  -0.8430  -3.1781
H  -2.3640  -0.0812  -1.0738
H  -4.0843  -0.1539  -1.2585
H  -1.0183  -0.5353  -2.5166
H  -1.5338  -1.2707  -4.0732
C  3.0119  -1.1394  0.7600
O  2.5373  -2.2350  0.6753
N  4.1263  -0.8118  1.3784
N  2.5087  -0.0821  0.1722
H  4.6127  -1.6279  1.7194
H  4.4498  0.1420  1.3515
H  1.6796  -0.1394  -0.4021
H  3.0914  0.7402  0.2012
C  -0.2923  0.7818  3.0069
O  -0.9044  1.5113  3.7861
N  0.7932  0.2008  3.3002
N  -0.7436  0.6612  1.7769
H  1.2258  -0.4642  2.6774
H  1.1655  0.4029  4.2160
H  -1.6738  1.0294  1.6469
H  -0.3579  -0.0704  1.1972

Computed properties:
Multiplicity: 4
Charge: +1
Molar mass in g mol⁻¹: 265.07
Orbital gap (alpha / beta) in eV: 6.60 / 8.94

Atom charges from the Löwdin analysis, given in e for atoms 1 to 5: 0.31 0.02 0.16 0.12 0.16

=====

(8)
Molecular formula: C3H16N2O2
Method: DFT, ωB97M-V/def2-TZVPD

Atoms and positions in Å:
C  1.3500  -0.4336  -0.2959
C  0.0400  0.3108  -0.6026
C  -0.6736  0.6383  0.7075
N  -1.9162  1.4679  0.4730
N  1.8887  -1.1507  -1.4814
H  2.0781  0.3026  0.0200
H  1.1629  -1.1706  0.4777
H  0.2625  1.1971  -1.1930
H  -0.6313  -0.2711  -1.2354
H  -0.0497  1.1556  1.4194
H  -1.0347  -0.2918  1.1462
H  -2.7492  0.9982  0.8304
H  -2.0689  1.6015  -0.5281
H  -1.9566  2.3998  0.9129
H  2.5967  -0.6372  -2.0252
H  2.4606  -2.0223  -1.2589
H  1.2179  -1.5274  -2.1780
H  3.3423  -4.2875  -1.7866
H  2.5267  -4.0999  -0.4619
O  2.8090  -3.6684  -1.2751
H  -4.2179  2.9713  2.7044
H  -2.9657  3.8081  2.5736
O  -3.3372  2.9556  2.3085

Computed properties:
Energy above the lowest of the compared OMol25 structures with the same formula, charge and spin in eV: 0.6330
Charge: +2
Molar mass in g mol⁻¹: 112.17
Orbital gap in eV: 12.19

Atom charges from the Löwdin analysis, given in e for atoms 1 to 5: -0.13 -0.16 -0.12 0.20 0.17

=====

(9)
Molecular formula: C3H16N2O3
Method: DFT, ωB97M-V/def2-TZVPD

Atoms and positions in Å:
C  -2.1723  -1.4167  -0.0259
N  -0.8419  -0.7136  -0.1535
C  -0.6769  0.1394  1.0334
C  0.5250  1.1147  0.9237
N  1.0399  1.3500  2.2932
H  -2.7575  -1.0719  0.8079
H  -2.5668  -1.2583  -1.0269
H  -2.0433  -2.5023  -0.0014
H  -0.1288  -1.4358  -0.1427
H  -0.4462  -0.4931  1.8971
H  -1.5743  0.7313  1.2044
H  0.2572  2.0584  0.4418
H  1.1579  0.5901  0.2201
H  0.3752  1.9489  2.7746
H  1.8827  1.9012  2.1443
O  2.2207  1.7036  -1.5691
H  1.8688  1.4957  -2.4375
H  3.1059  1.3376  -1.4616
O  -2.6356  0.8363  -2.4514
H  -2.7785  1.3871  -1.6812
H  -1.9299  0.2115  -2.2650
O  2.0536  -2.7342  0.4282
H  2.7416  -2.3960  1.0133
H  1.8958  -3.6465  0.7133

Computed properties:
Energy above the lowest of the compared OMol25 structures with the same formula, charge and spin in eV: 1.5577
Molar mass in g mol⁻¹: 128.17
SMILES: CNCCN.O.O.O
Orbital gap in eV: 9.33

Atom charges from the Löwdin analysis, given in e for atoms 1 to 5: -0.11 -0.12 -0.26 -0.28 -0.02

=====

(10)
Molecular formula: C3H16N2O3
Method: DFT, ωB97M-V/def2-TZVPD

Atoms and positions in Å:
C  0.3947  2.2485  1.7520
C  -0.9256  1.6335  1.3765
N  -0.8992  0.2324  0.8596
C  -0.0940  -0.6200  1.7057
N  0.5179  -1.7055  0.9503
H  0.4705  3.3398  1.6686
H  1.2893  1.7150  1.3187
H  0.8017  2.0102  2.7251
H  -1.5479  1.5056  2.2887
H  -1.4212  2.3139  0.6223
H  -0.6391  0.3216  -0.1167
H  -0.7112  -0.9974  2.5507
H  0.6914  -0.0749  2.2775
H  0.0346  -2.5680  1.1987
H  0.4424  -1.6452  -0.0546
O  -0.8727  1.1507  -3.4896
H  -1.8008  1.4386  -3.5218
H  -0.5315  1.4146  -4.3567
O  3.2269  -1.2774  -0.5399
H  2.3591  -1.2279  -0.1183
H  3.1929  -1.9215  -1.2603
O  -1.3738  -1.4381  -1.4317
H  -2.0787  -1.8017  -0.8951
H  -1.7233  -0.7343  -1.9925

Computed properties:
Energy above the lowest of the compared OMol25 structures with the same formula, charge and spin in eV: 1.6814
Molar mass in g mol⁻¹: 128.17
SMILES: CCNCN.O.O.O
Orbital gap in eV: 8.85

Atom charges from the Löwdin analysis, given in e for atoms 1 to 5: -0.14 -0.28 -0.09 -0.33 0.01

=====

(11)
Molecular formula: C3H17B2Cl4Co2N3O22
Method: DFT, ωB97M-V/def2-TZVPD

Atoms and positions in Å:
Co  -2.2159  8.9238  -1.2973
Co  0.3730  5.4485  -0.0931
Cl  -2.5271  6.9406  -4.3858
O  -1.2267  6.3549  -4.4871
O  -2.5199  7.8172  -3.2402
O  -2.8340  7.6616  -5.5847
O  -3.4973  5.9175  -4.1639
Cl  -1.9725  2.8575  -0.9039
O  -1.2447  4.1161  -0.6994
O  -3.1621  3.1610  -1.6680
O  -1.1004  1.9661  -1.5744
O  -2.3334  2.3419  0.3759
Cl  -5.2459  7.0129  -0.2576
O  -5.4180  6.2308  -1.4470
O  -4.2905  8.0922  -0.4515
O  -6.5101  7.6291  0.0809
O  -4.7430  6.1781  0.7890
Cl  0.9526  10.5572  -1.8486
O  0.9270  11.7384  -1.0438
O  1.8667  9.6131  -1.2727
O  -0.3767  9.9634  -1.8733
O  1.3280  10.8825  -3.1841
B  -1.0718  7.2426  -0.3600
H  -0.0933  7.3054  -0.9727
H  -1.2880  8.2634  0.1078
H  -1.9321  7.0255  -1.0784
H  -0.9980  6.4717  0.4817
B  2.1285  6.6852  0.7421
H  1.8188  6.6015  -0.3513
H  1.5913  5.8990  1.3743
H  3.2794  6.5903  0.7995
H  1.8118  7.7168  1.1559
C  -2.6234  4.6385  3.1138
N  -1.2822  4.1100  2.7390
O  -0.5073  4.8638  2.1737
O  -1.0028  2.9825  3.0684
H  -2.3895  5.1375  4.0561
H  -3.2916  3.7966  3.2270
H  -2.9258  5.3854  2.3841
C  -1.7472  12.4845  0.8008
N  -2.3642  11.1894  1.1656
O  -2.4775  10.3926  0.2510
O  -2.6764  10.9874  2.3038
H  -1.7729  13.0609  1.7192
H  -2.2659  12.8725  -0.0715
H  -0.7176  12.3431  0.4638
C  0.7654  4.0067  -4.0678
N  1.5665  4.9331  -3.2269
O  2.6688  5.2856  -3.5351
O  1.0903  5.1844  -2.1408
H  0.6908  3.0751  -3.5143
H  1.3646  3.8374  -4.9594
H  -0.1844  4.4848  -4.2965

Computed properties:
Multiplicity: 7
Charge: -2
Molar mass in g mol⁻¹: 728.47
Orbital gap (alpha / beta) in eV: 8.05 / 7.98

Atom charges from the Löwdin analysis, given in e for atoms 1 to 5: 0.87 0.76 0.66 -0.35 -0.40

=====

(12)
Molecular formula: C3H17N2O3
Method: DFT, ωB97M-V/def2-TZVPD

Atoms and positions in Å:
C  0.8870  0.8335  -2.0241
C  0.4613  2.1625  -1.4777
C  0.5181  2.3514  0.0578
N  0.4976  3.7728  0.3357
N  -0.0815  -0.2663  -1.6212
H  1.8087  0.4796  -1.5547
H  1.0692  0.7537  -3.0921
H  -0.5356  2.4251  -1.8554
H  1.0190  2.9531  -1.9653
H  -0.3235  1.7651  0.4389
H  1.4429  1.8994  0.4202
H  1.2504  4.0394  0.9512
H  -0.3576  4.1356  0.7300
H  0.1311  -1.1039  -2.1460
H  0.0335  -0.5841  -0.6520
H  -1.0660  -0.0831  -1.7507
H  -0.0014  -3.2142  0.7438
H  1.1018  -2.3554  1.2747
O  0.6041  -2.5106  0.4648
H  -0.2685  -4.3294  3.2424
H  -1.5562  -3.6095  3.2188
O  -0.8223  -3.8244  2.6321
H  -2.4365  -0.7133  0.9845
H  -1.3862  -1.7438  0.5150
O  -1.5560  -0.8038  0.6078

Computed properties:
Energy above the lowest of the compared OMol25 structures with the same formula, charge and spin in eV: 1.2985
Charge: +1
Molar mass in g mol⁻¹: 129.18
Orbital gap in eV: 9.50

Atom charges from the Löwdin analysis, given in e for atoms 1 to 5: -0.13 -0.20 -0.27 0.01 0.18